{
  "formula": "C32H28NO4S3",
  "method": "ωB97M-V with the def2-TZVPD basis set",
  "total_charge": -1,
  "total_energy_ev": -75823.676,
  "e_homo_ev": -3.1,
  "max_force_ha_per_bohr": 0.0382,
  "lumo_energy_ev": 2.3,
  "elements": ["C", "N", "C", "C", "C", "C", "C", "C", "C", "S", "C", "C", "C", "C", "C", "C", "O", "O", "S", "C", "C", "C", "C", "C", "C", "O", "O", "C", "C", "H", "H", "H", "H", "H", "H", "H", "H", "H", "H", "H", "H", "H", "H", "H", "H", "H", "H", "H", "H", "H", "C", "C", "C", "C", "C", "C", "C", "C", "C", "S", "C", "H", "H", "H", "H", "H", "H", "H"],
  "positions_angstrom": [[5.875, 3.565, -1.918], [4.877, 2.700, -2.511], [4.836, 2.718, -3.958], [4.063, 1.896, -1.763], [2.791, 1.483, -2.250], [1.971, 0.705, -1.452], [2.447, 0.121, -0.252], [1.685, -0.876, 0.463], [0.949, -1.875, -0.087], [-0.064, -2.923, 0.959], [-1.154, -1.838, 1.880], [-0.813, -1.378, 3.154], [-1.675, -0.509, 3.821], [-2.907, -0.166, 3.259], [-3.262, -0.680, 2.012], [-2.376, -1.488, 1.308], [-0.954, -3.668, 0.089], [0.803, -3.608, 1.891], [1.011, -2.221, -1.865], [0.749, -3.982, -2.115], [-0.359, -4.410, -2.845], [-0.569, -5.778, -3.020], [0.329, -6.704, -2.477], [1.466, -6.255, -1.794], [1.695, -4.887, -1.633], [-0.139, -1.548, -2.440], [2.343, -1.958, -2.358], [3.699, 0.561, 0.235], [4.470, 1.465, -0.471], [5.893, 3.435, -0.835], [6.867, 3.335, -2.334], [5.649, 4.621, -2.131], [4.377, 1.799, -4.348], [4.279, 3.584, -4.348], [5.865, 2.795, -4.336], [2.450, 1.792, -3.241], [0.915, 0.600, -1.716], [1.759, -0.873, 1.549], [0.123, -1.700, 3.608], [-1.384, -0.104, 4.790], [-3.590, 0.504, 3.785], [-4.223, -0.445, 1.557], [-2.617, -1.829, 0.302], [-1.051, -3.674, -3.252], [-1.449, -6.107, -3.575], [0.143, -7.776, -2.585], [2.185, -6.963, -1.378], [2.586, -4.516, -1.127], [4.066, 0.159, 1.180], [5.429, 1.786, -0.065], [-6.196, 2.865, 3.032], [-5.738, 2.484, 1.783], [-4.371, 2.654, 1.426], [-3.480, 3.303, 2.362], [-3.997, 3.723, 3.606], [-5.324, 3.489, 3.947], [-2.098, 3.417, 2.011], [-1.594, 2.807, 0.889], [-2.447, 2.035, 0.033], [-1.827, 1.021, -1.127], [-3.842, 2.121, 0.242], [-7.235, 2.685, 3.313], [-6.403, 2.017, 1.055], [-3.324, 4.222, 4.308], [-5.699, 3.790, 4.925], [-1.445, 3.981, 2.678], [-0.539, 2.844, 0.637], [-4.501, 1.659, -0.485]]
}

---

{
  "formula": "C32H29BIrN8O3",
  "method": "ωB97M-V with the def2-TZVPD basis set",
  "s2": 8.85,
  "total_energy_ev": -55227.378,
  "e_homo_ev": [-7.9, -7.9],
  "max_force_ha_per_bohr": 0.0658,
  "e_above_lowest_kj_mol": 0.00,
  "spin_multiplicity": 6,
  "lumo_energy_ev": [-0.5, -3.0],
  "elements": ["Ir", "O", "C", "C", "C", "C", "C", "C", "C", "O", "N", "N", "C", "C", "C", "C", "C", "C", "C", "O", "H", "H", "H", "H", "H", "H", "H", "H", "H", "H", "C", "N", "C", "C", "C", "C", "C", "N", "C", "C", "C", "C", "C", "C", "H", "H", "H", "H", "H", "H", "H", "H", "H", "H", "H", "B", "N", "C", "C", "C", "N", "N", "C", "C", "C", "N", "H", "H", "H", "H", "H", "H", "H", "H"],
  "positions_angstrom": [[-0.077, -0.603, -0.322], [-4.689, 2.133, 2.112], [-5.131, 1.690, 0.892], [-6.498, 1.757, 0.690], [-7.055, 1.283, -0.445], [-6.291, 0.709, -1.467], [-4.925, 0.484, -1.219], [-4.319, 0.982, -0.035], [-2.844, 0.688, 0.194], [-2.355, -0.167, -0.593], [-2.239, 1.445, 1.093], [-0.901, 1.040, 1.141], [-0.227, 1.895, 1.896], [1.118, 1.594, 2.454], [1.745, 2.514, 3.326], [2.986, 2.286, 3.944], [3.567, 0.996, 3.841], [2.996, 0.038, 3.092], [1.768, 0.286, 2.308], [1.357, -0.604, 1.531], [-3.726, 2.133, 1.967], [-7.030, 2.272, 1.444], [-8.129, 1.259, -0.497], [-6.700, 0.295, -2.373], [-4.320, -0.068, -1.923], [-0.616, 2.846, 2.409], [1.269, 3.507, 3.469], [3.538, 3.020, 4.582], [4.509, 0.879, 4.298], [3.454, -0.910, 2.728], [3.229, -1.055, -0.744], [2.016, -0.414, -1.226], [2.180, 0.399, -2.167], [1.089, 1.258, -2.504], [0.940, 2.225, -3.468], [-0.320, 2.745, -3.316], [-0.928, 2.052, -2.246], [-0.044, 1.197, -1.724], [4.015, -0.032, 0.100], [5.326, -0.353, 0.620], [6.064, 0.669, 1.164], [5.710, 2.008, 1.144], [4.454, 2.299, 0.753], [3.625, 1.294, 0.196], [3.910, -1.441, -1.587], [2.954, -1.767, 0.024], [3.105, 0.373, -2.770], [1.722, 2.641, -4.098], [-0.766, 3.503, -3.902], [-1.939, 2.108, -1.857], [5.748, -1.393, 0.559], [6.972, 0.318, 1.639], [6.177, 2.798, 1.695], [4.015, 3.318, 0.887], [2.665, 1.490, -0.247], [-0.035, -4.182, -1.024], [-0.904, -3.802, 0.216], [-1.571, -4.555, 1.057], [-2.045, -3.830, 2.128], [-1.566, -2.582, 1.830], [-0.938, -2.528, 0.693], [-0.709, -3.245, -2.150], [-1.182, -3.614, -3.335], [-1.606, -2.505, -4.024], [-1.243, -1.410, -3.162], [-0.755, -1.860, -2.017], [1.017, -3.661, -0.768], [-0.079, -5.362, -1.215], [-1.812, -5.609, 0.773], [-2.586, -4.142, 3.008], [-1.678, -1.690, 2.405], [-0.939, -4.642, -3.654], [-2.011, -2.308, -4.974], [-1.513, -0.388, -3.250]]
}

---

{
  "formula": "C32H29BrMgN5O3S",
  "method": "ωB97M-V with the def2-TZVPD basis set",
  "total_charge": 1,
  "total_energy_ev": -133567.620,
  "e_homo_ev": -10.4,
  "max_force_ha_per_bohr": 0.0597,
  "e_above_lowest_kj_mol": 0.00,
  "lumo_energy_ev": -2.4,
  "elements": ["Mg", "C", "C", "C", "C", "C", "C", "C", "S", "O", "O", "N", "C", "C", "C", "C", "C", "C", "C", "C", "N", "C", "H", "H", "H", "H", "H", "H", "H", "H", "H", "H", "H", "H", "H", "C", "N", "N", "C", "O", "C", "C", "C", "C", "C", "C", "C", "C", "C", "H", "H", "H", "H", "H", "H", "H", "H", "H", "H", "H", "H", "Br", "C", "C", "C", "C", "N", "C", "H", "H", "H", "H"],
  "positions_angstrom": [[0.366, -0.216, -0.631], [1.363, 6.143, 4.480], [1.388, 4.806, 3.700], [2.405, 3.828, 3.927], [2.300, 2.599, 3.266], [1.184, 2.360, 2.453], [0.234, 3.319, 2.156], [0.298, 4.551, 2.887], [1.068, 0.816, 1.712], [-0.318, 0.594, 1.300], [1.676, -0.056, 2.671], [1.931, 0.746, 0.403], [2.364, 1.858, -0.287], [3.432, 2.641, 0.132], [3.796, 3.769, -0.636], [3.241, 4.088, -1.837], [2.182, 3.260, -2.311], [1.515, 3.452, -3.495], [0.387, 2.750, -3.837], [-0.014, 1.763, -2.962], [0.662, 1.423, -1.873], [1.714, 2.168, -1.483], [0.753, 6.845, 3.929], [2.321, 6.596, 4.687], [0.850, 5.901, 5.392], [3.226, 3.990, 4.630], [3.099, 1.890, 3.316], [-0.612, 3.295, 1.492], [-0.469, 5.314, 2.715], [3.951, 2.396, 1.018], [4.612, 4.380, -0.264], [3.636, 4.876, -2.435], [1.845, 4.253, -4.202], [-0.190, 2.976, -4.717], [-0.813, 1.069, -3.170], [-4.820, -3.701, -0.590], [-4.095, -2.576, -1.170], [-2.726, -2.368, -0.996], [-2.463, -1.108, -1.571], [-1.315, -0.624, -1.522], [-3.616, -0.723, -2.311], [-4.603, -1.599, -1.901], [-6.000, -1.617, -2.421], [-2.056, -3.084, 0.044], [-1.669, -4.400, -0.130], [-0.795, -4.982, 0.843], [-0.348, -4.254, 1.926], [-0.869, -2.957, 2.152], [-1.624, -2.372, 1.181], [-5.899, -3.483, -0.656], [-4.631, -3.872, 0.448], [-4.615, -4.622, -1.084], [-3.672, 0.087, -3.027], [-6.280, -0.593, -2.784], [-6.697, -1.965, -1.684], [-6.122, -2.264, -3.299], [-2.043, -5.054, -0.906], [-0.402, -5.979, 0.755], [0.439, -4.623, 2.569], [-0.532, -2.270, 2.928], [-1.907, -1.373, 1.230], [4.112, -3.796, 1.547], [2.846, -3.661, 0.104], [2.735, -4.447, -1.021], [1.858, -4.087, -2.016], [1.164, -2.911, -1.995], [1.329, -2.110, -0.910], [2.153, -2.501, 0.082], [3.243, -5.385, -1.211], [1.741, -4.732, -2.876], [0.588, -2.585, -2.805], [2.204, -1.848, 0.953]]
}

---

{
  "formula": "C32H29BrN9O5V",
  "method": "ωB97M-V with the def2-TZVPD basis set",
  "total_charge": -1,
  "s2": 3.79,
  "total_energy_ev": -153034.190,
  "e_homo_ev": [-3.2, -5.2],
  "max_force_ha_per_bohr": 0.0254,
  "e_above_lowest_kj_mol": 68.01,
  "spin_multiplicity": 4,
  "lumo_energy_ev": [2.7, 2.3],
  "elements": ["V", "O", "C", "C", "C", "C", "C", "C", "C", "O", "N", "N", "C", "C", "Br", "C", "C", "C", "C", "C", "C", "C", "H", "H", "H", "H", "H", "H", "H", "H", "H", "H", "H", "H", "H", "H", "C", "O", "C", "C", "C", "C", "C", "C", "N", "N", "C", "O", "C", "C", "C", "C", "C", "C", "C", "O", "H", "H", "H", "H", "H", "H", "H", "H", "H", "H", "H", "H", "N", "N", "N", "C", "N", "N", "H", "H", "H"],
  "positions_angstrom": [[0.287, -0.304, 0.917], [-1.083, 0.601, -4.329], [-0.579, -0.668, -4.284], [-0.535, -1.371, -5.481], [0.018, -2.640, -5.507], [0.530, -3.207, -4.347], [0.459, -2.501, -3.156], [-0.108, -1.236, -3.101], [-0.216, -0.495, -1.785], [-0.100, -1.333, -0.695], [0.796, 0.581, -1.811], [0.918, 1.044, -0.471], [1.316, 2.290, -0.300], [1.498, 2.904, 0.933], [1.460, 1.725, 2.493], [1.676, 4.246, 1.240], [1.362, 5.387, 0.415], [1.894, 6.642, 0.777], [1.625, 7.782, 0.049], [0.804, 7.726, -1.073], [0.252, 6.506, -1.435], [0.520, 5.356, -0.713], [-0.867, 1.047, -3.500], [-0.924, -0.901, -6.374], [0.059, -3.187, -6.442], [0.964, -4.198, -4.367], [0.800, -2.932, -2.224], [-1.190, 0.036, -1.743], [1.684, 0.140, -2.058], [1.540, 2.884, -1.183], [2.084, 4.483, 2.215], [2.535, 6.698, 1.648], [2.059, 8.725, 0.360], [0.594, 8.618, -1.647], [-0.409, 6.444, -2.291], [0.045, 4.432, -1.000], [-2.446, 2.892, 1.447], [-3.599, 2.123, 1.785], [-3.467, 0.907, 2.389], [-4.534, 0.499, 3.176], [-4.538, -0.723, 3.836], [-3.437, -1.550, 3.728], [-2.349, -1.173, 2.938], [-1.207, -2.087, 2.905], [-0.109, -1.834, 2.298], [0.945, -2.767, 2.466], [1.983, -2.319, 1.816], [2.055, -1.233, 1.134], [3.257, -3.109, 1.923], [3.277, -4.380, 2.490], [4.470, -5.078, 2.580], [5.648, -4.511, 2.109], [5.631, -3.245, 1.544], [4.437, -2.544, 1.446], [-2.359, 0.043, 2.224], [-1.375, 0.406, 1.422], [-2.836, 3.882, 1.216], [-1.916, 2.479, 0.593], [-1.758, 2.953, 2.294], [-5.374, 1.179, 3.262], [-5.389, -1.010, 4.438], [-3.408, -2.498, 4.251], [-1.281, -3.008, 3.483], [2.353, -4.806, 2.854], [4.484, -6.068, 3.018], [6.580, -5.058, 2.184], [6.546, -2.800, 1.174], [4.397, -1.560, 1.004], [-3.385, -2.441, -3.351], [-3.039, -2.663, -2.020], [-2.223, -3.622, -1.664], [-2.121, -3.374, -0.362], [-2.863, -2.333, 0.027], [-3.454, -1.890, -1.059], [-3.753, -3.318, -3.701], [-4.121, -1.743, -3.322], [-1.488, -3.937, 0.298]]
}